1.
# C24H73N4O12

10 unconnected molecules or ions with the total composition C24H73N4O12 in a non-equilibrium geometry (the ωB97M-V functional and the def2-TZVPD basis, the Open Molecules 2025 dataset).

The geometry in XYZ format:
```
113
Properties=species:S:1:pos:R:3:forces:R:3
N 52.098 31.159 28.316 5.0 4.2 6.4
H 52.999 30.546 28.254 -4.5 3.0 0.9
H 51.539 30.833 27.730 -6.6 -3.3 -6.7
H 52.348 32.207 28.081 -1.2 -3.1 1.2
H 51.708 31.092 29.238 -0.6 0.2 0.5
C 53.713 33.303 30.105 3.1 -0.8 -2.7
O 53.040 32.068 30.024 1.4 0.9 2.9
H 53.467 33.941 30.818 -1.4 1.9 4.9
H 53.460 34.114 29.398 0.1 -1.6 -1.4
H 54.837 33.196 30.170 -1.1 0.0 -0.4
H 53.180 31.610 30.915 0.1 0.4 -0.7
C 54.234 29.135 28.512 -5.0 -0.3 -6.8
O 53.202 28.098 28.350 3.0 -0.8 -3.2
H 55.164 29.088 28.096 2.2 -0.9 -2.0
H 54.388 29.169 29.421 1.2 0.9 9.2
H 53.769 30.104 28.165 4.3 -2.7 -0.1
H 53.519 27.557 27.509 -1.4 1.5 2.6
C 51.410 34.806 26.909 -2.7 7.9 1.2
O 51.868 34.892 28.238 -0.2 -1.2 0.1
H 51.564 35.864 26.385 0.0 -2.2 0.9
H 50.415 34.614 26.594 -1.7 -0.4 1.2
H 51.904 34.150 26.421 3.6 -4.5 -2.9
H 51.497 35.612 28.741 -0.5 0.3 -0.2
C 52.852 30.435 25.492 2.6 -2.6 -3.9
O 52.784 31.426 26.398 -4.4 -4.9 0.7
H 52.483 29.496 25.816 0.8 0.2 1.6
H 53.922 30.031 25.123 -1.6 1.7 0.8
H 52.254 30.674 24.570 1.0 -0.5 0.6
H 53.369 31.958 26.114 7.0 7.4 -3.0
C 50.365 32.148 24.721 2.4 -4.6 0.5
O 49.976 32.007 26.035 -4.7 1.2 2.8
H 50.147 33.025 24.273 -1.2 2.9 -1.6
H 49.960 31.201 24.243 0.7 1.4 -0.7
H 51.507 32.063 24.805 -2.1 0.5 -0.7
H 48.912 32.191 26.149 4.1 -0.7 -0.6
C 50.644 28.613 25.375 -2.8 -2.4 -2.6
O 50.714 28.071 26.631 -0.2 0.4 2.2
H 50.892 27.718 24.633 -1.2 2.3 0.7
H 51.423 29.237 25.369 0.7 1.4 -1.5
H 49.731 29.297 25.217 0.7 -1.7 -0.2
H 50.588 27.155 26.530 -0.4 -1.7 0.4
C 52.440 37.054 23.644 -1.7 -0.9 -3.0
O 52.081 35.735 23.995 0.0 -0.1 -0.2
C 53.121 34.775 24.027 -4.0 -1.7 5.6
C 53.944 34.926 25.336 -3.9 -5.9 0.6
N 54.544 33.535 25.552 2.6 2.5 2.1
C 55.471 33.788 26.766 -2.7 -1.3 2.8
C 56.153 32.544 27.329 -0.1 0.8 0.4
O 56.798 32.920 28.529 0.5 -1.8 2.6
C 57.695 31.836 29.127 -3.3 -1.0 0.2
H 51.487 37.591 23.533 0.6 0.2 0.6
H 52.914 37.132 22.651 -0.5 -0.7 -0.5
H 53.205 37.524 24.139 1.3 1.1 2.7
H 53.793 34.915 23.303 2.2 -0.1 -3.6
H 52.605 33.717 24.198 1.1 2.2 -1.4
H 53.348 34.978 26.278 1.0 1.2 -1.5
H 54.536 35.663 25.095 4.0 3.9 0.0
H 55.350 33.470 25.001 0.7 -0.7 -2.9
H 54.670 34.134 27.487 1.6 -0.2 0.0
H 56.353 34.394 26.841 -0.1 1.8 -1.4
H 57.006 32.313 26.752 0.4 -1.1 -1.8
H 55.398 31.795 27.414 -0.2 -1.3 0.4
H 58.572 31.884 28.623 2.8 0.2 -1.9
H 57.358 30.688 29.028 0.0 2.7 0.1
H 57.984 32.012 30.176 -1.0 0.4 -0.4
C 50.641 27.315 30.648 -2.9 3.4 -4.7
O 50.787 28.360 31.527 2.2 1.4 0.8
C 52.069 28.985 31.550 1.4 -0.6 -1.0
C 52.136 29.979 32.628 1.3 0.2 5.1
N 53.444 30.645 32.584 2.8 -3.0 -0.6
C 53.859 31.552 33.727 2.1 -4.8 0.0
C 55.450 31.916 33.508 -6.6 3.4 -1.7
O 55.550 32.952 34.420 2.1 -0.1 1.5
C 56.938 33.260 34.748 -0.4 -1.5 -2.1
H 50.895 27.338 29.535 -0.2 1.0 1.5
H 49.707 26.839 30.752 -2.2 0.7 -0.2
H 51.079 26.596 31.030 5.7 -7.0 3.2
H 52.349 29.541 30.552 -0.6 -1.6 1.5
H 53.006 28.301 31.945 -2.3 0.7 -1.8
H 52.093 29.382 33.658 -0.3 1.0 -1.8
H 51.447 30.787 32.794 0.4 -0.6 -0.3
H 54.125 29.710 32.577 -1.5 3.4 0.0
H 54.081 30.867 34.616 -1.7 1.2 -0.4
H 53.019 32.231 33.789 0.7 1.0 0.6
H 55.250 32.359 32.476 2.1 -0.9 0.5
H 56.029 31.081 33.730 1.2 -1.4 -0.2
H 56.836 34.199 35.135 0.2 2.6 1.2
H 57.409 33.341 33.738 0.4 -0.1 1.0
H 57.519 32.632 35.477 -1.0 0.0 -0.8
C 47.352 28.329 27.971 -8.8 -0.3 8.7
O 47.855 28.572 29.250 -0.3 0.8 0.5
C 48.365 29.852 29.256 3.3 -1.0 -0.1
C 48.999 30.167 30.593 1.9 -0.6 -3.5
N 49.605 31.464 30.538 3.1 -0.5 1.2
C 49.793 31.927 31.934 1.2 3.3 -2.1
C 50.726 33.313 31.939 -3.6 -0.4 -0.7
O 50.677 33.772 33.209 -0.1 -2.2 3.0
C 51.170 35.053 33.406 0.2 -2.4 0.8
H 47.949 28.173 27.322 8.4 -2.1 -8.1
H 46.623 29.036 27.596 -0.4 0.6 0.3
H 46.838 27.436 28.315 -0.7 -0.6 -1.6
H 47.679 30.543 28.803 -0.7 0.9 0.4
H 49.212 29.759 28.550 0.1 0.8 -0.2
H 49.632 29.441 31.028 0.3 -0.5 -0.8
H 48.322 30.272 31.263 -5.4 0.2 4.5
H 48.832 31.865 30.172 -2.3 3.3 -1.6
H 50.358 31.119 32.363 -1.6 0.7 0.4
H 48.843 32.252 32.410 0.6 -0.6 0.1
H 50.219 34.174 31.339 0.7 -1.6 -0.2
H 51.753 33.258 31.755 1.5 -0.8 -1.6
H 51.115 35.114 34.442 -1.0 1.4 1.8
H 50.546 35.492 32.738 -1.5 3.6 -1.3
H 52.195 35.192 33.265 2.0 0.0 -1.2
```
Forces are in eV/Å.

The LUMO energy is -1.83 eV. The energy relative to the best compared isomer or geometry (same formula, charge and spin) comes out at 2.2103 eV. For the HOMO-LUMO gap, the calculation gives 9.3 eV. As for the total energy: -2078.864850 hartree. Its strongest force on any atom is 12.37 eV/Å. The HOMO energy is -11.10 eV. The total charge is +1. The spin multiplicity is 1.

2.
# C9H56NO20Pd

A molecular structure, C9H56NO20Pd in a non-equilibrium geometry (the ωB97M-V functional and the def2-TZVPD basis, the Open Molecules 2025 dataset).

The geometry in XYZ format:
```
87
Properties=species:S:1:pos:R:3:forces:R:3
Pd -2.917 2.838 1.304 -0.2 -0.4 0.4
C 0.324 1.957 -1.753 0.1 -1.0 0.4
C -0.166 0.565 -1.262 0.5 0.1 -0.8
C 0.737 -0.559 -1.759 1.8 0.3 -0.3
C 0.733 -1.826 -0.939 0.4 0.0 -0.2
C 1.183 -1.443 0.479 -0.7 0.3 -1.5
C 0.146 -0.494 1.126 0.3 -2.4 1.6
N -0.124 0.648 0.235 -3.0 0.9 0.7
O -1.018 1.517 0.745 2.5 -1.7 -1.1
C 0.766 -0.021 2.461 0.1 1.0 -1.0
C -1.127 -1.345 1.465 0.3 1.3 -0.5
C -1.504 0.203 -1.915 -1.1 1.1 -0.1
H 1.298 2.157 -1.303 0.1 0.0 0.0
H -0.349 2.743 -1.413 -0.2 0.0 -0.3
H 0.458 1.922 -2.831 -0.3 0.2 0.0
H 1.800 -0.284 -1.757 0.0 0.5 0.5
H 0.673 -0.711 -2.838 -0.9 -0.1 0.0
H 1.491 -2.471 -1.384 0.0 -0.1 0.1
H -0.198 -2.392 -0.984 -0.2 0.2 0.1
H 2.119 -0.901 0.333 0.2 -0.2 0.4
H 1.368 -2.374 1.011 -0.1 0.4 0.6
H 1.244 -0.776 3.082 -0.4 -0.4 -0.3
H 0.063 0.558 3.056 0.1 0.0 0.0
H 1.590 0.616 2.128 0.1 0.3 0.5
H -1.850 -0.779 2.053 0.1 0.1 0.0
H -0.811 -2.182 2.084 -0.1 -0.2 -0.3
H -1.638 -1.624 0.544 0.0 -0.4 0.1
H -1.492 0.472 -2.975 0.7 -0.3 -0.1
H -2.340 0.849 -1.640 0.1 -0.3 0.8
H -1.777 -0.847 -1.857 0.0 0.1 0.3
O -1.985 -4.582 0.634 0.2 0.2 -0.2
H -1.638 -5.346 0.161 -0.1 -0.1 0.0
H -1.487 -4.569 1.475 -0.2 -0.1 0.0
O -3.698 2.798 -0.920 -0.2 -0.2 0.1
H -3.442 3.388 -1.635 0.1 0.2 0.1
H -4.003 1.997 -1.358 -0.2 -0.1 0.2
O -1.922 2.921 3.375 -0.8 -0.2 -0.2
H -0.977 2.997 3.622 0.4 0.1 -0.1
H -2.288 2.270 3.981 -0.1 0.0 0.0
O 4.038 1.228 -2.258 0.1 -0.2 0.6
H 4.264 1.235 -3.190 0.0 0.1 0.0
H 3.084 1.347 -2.243 0.0 0.1 -0.3
O -2.230 -3.633 -1.931 0.4 0.1 0.0
H -2.505 -2.767 -2.242 -0.2 -0.1 -0.1
H -2.137 -3.534 -0.971 -0.2 -0.2 -0.1
O 1.448 3.206 1.520 0.1 0.1 -0.4
H 0.872 2.476 1.251 -0.2 0.0 0.1
H 2.342 2.881 1.369 0.1 0.1 -0.1
O 1.380 0.603 5.466 0.2 0.2 0.1
H 2.087 0.643 6.122 -0.1 -0.1 0.2
H 0.581 0.815 5.960 0.0 0.0 0.0
O -2.629 -3.030 3.857 -0.1 0.1 0.1
H -2.234 -2.805 4.704 0.0 0.0 0.0
H -2.390 -3.951 3.719 0.0 0.1 0.0
O -0.649 -4.928 2.892 0.4 -0.2 0.3
H 0.279 -5.022 2.642 0.1 0.0 0.0
H -0.847 -5.729 3.391 0.0 -0.1 0.0
O -1.613 2.928 -5.303 0.0 -0.4 0.2
H -2.242 3.209 -4.635 -0.1 0.1 -0.1
H -0.767 3.327 -5.028 -0.2 0.2 0.0
O -4.569 -3.455 0.123 0.0 0.3 0.1
H -3.708 -3.726 0.469 -0.2 -0.2 0.0
H -4.751 -4.079 -0.585 0.0 0.0 0.0
O -1.719 4.460 0.415 0.3 1.0 -0.6
H -2.186 5.255 0.135 0.0 0.1 0.2
H -0.824 4.567 0.074 0.2 -0.2 0.2
O 0.308 -0.002 -5.391 -0.1 -0.1 0.3
H -0.438 0.121 -4.795 -0.2 0.2 -0.1
H 0.073 -0.770 -5.920 0.1 0.0 -0.1
O 4.562 -0.057 0.551 -0.3 0.0 0.3
H 5.341 -0.510 0.217 0.1 0.0 0.0
H 3.973 -0.001 -0.207 0.3 0.1 -0.3
O 0.794 3.969 -4.442 -0.1 0.0 0.1
H 1.058 4.349 -3.600 0.0 0.1 0.0
H 1.240 3.110 -4.471 0.5 0.2 -0.2
O 0.698 3.168 4.084 0.0 0.2 0.0
H 1.114 3.367 3.218 -0.1 -0.1 0.2
H 1.273 2.508 4.496 -0.2 -0.1 0.0
O 4.001 0.269 4.036 -0.1 0.1 0.2
H 3.947 0.769 3.216 0.1 -0.1 -0.1
H 3.167 0.443 4.487 0.0 -0.1 -0.3
O 2.403 1.657 -4.650 -0.2 -0.2 0.2
H 1.661 1.072 -4.889 0.1 -0.2 -0.2
H 3.166 1.253 -5.071 0.0 0.2 -0.3
O 0.944 -4.754 -0.186 0.0 -0.2 0.2
H 0.230 -4.111 -0.236 -0.1 0.0 -0.1
H 0.870 -5.260 -1.001 0.1 0.0 0.0
```
Forces are in eV/Å.

The LUMO energy (alpha / beta) is -2.90 / -3.63 eV. The energy relative to the best compared isomer or geometry (same formula, charge and spin) comes out at 0.3256 eV. For the HOMO-LUMO gap (alpha / beta), the calculation gives 9.1 / 8.3 eV. As for the total energy: -2063.635449 hartree. Its strongest force on any atom is 3.25 eV/Å. The HOMO energy (alpha / beta) is -11.96 / -11.89 eV. As for the expectation value of S²: 2.01. The total charge is +1. The spin multiplicity is 3.

> Which formula does entry 1 have?

C24H73N4O12

> Which formula does entry 2 have?

C9H56NO20Pd

> Which of these has the lowest total energy?

C24H73N4O12

> Which value of energy relative to the best compared isomer or geometry (same formula, charge and spin) does entry 2 give?

0.3256 eV